Record 1
Here is a molecular structure, C16H21AlBeBrCl6F6N2O8PS at a distorted geometry from OMol25. Energies are from ωB97M-V/def2-TZVPD.

As for the LUMO energy: -5.42 eV. Its largest force on an atom is 11.20 eV Å⁻¹. The charge is 0. The value obtained for the highest occupied orbital energy is -7.10 eV.

Each line ends with the natural charge from an NBO analysis.
Atoms and positions in Å:
1 C 0.265 1.692 2.091  -0.18
2 C 1.342 1.354 1.217  -0.23
3 C 2.545 1.133 0.075  0.03
4 O 3.560 0.267 0.681  -0.56
5 C 4.605 -0.155 -0.249  0.07
6 C 4.783 -1.789 -0.064  -0.26
7 N 3.866 -2.625 -0.921  -0.84
8 C 4.456 0.345 -1.797  -0.13
9 C 5.399 1.690 -2.117  0.62
10 F 5.211 2.785 -1.140  -0.37
11 F 6.817 1.205 -1.922  -0.33
12 C 5.324 2.161 -3.699  0.91
13 F 5.029 1.030 -4.610  -0.26
14 F 4.329 3.283 -3.782  -0.30
15 F 6.637 2.770 -4.104  -0.34
16 N 3.040 0.469 -2.314  -0.59
17 C 1.962 0.285 -1.243  -0.09
18 C 0.494 0.890 -1.669  -0.58
19 C 0.132 0.767 -3.264  0.39
20 O -0.315 1.906 -3.863  -0.48
21 Cl 0.327 -0.775 -4.299  0.12
22 H -0.556 2.104 2.853  0.36
23 H 2.901 2.212 -0.206  0.29
24 H 5.624 0.314 0.158  0.23
25 H 4.487 -2.024 1.069  0.26
26 H 5.921 -2.126 -0.157  0.23
27 H 2.893 -2.689 -0.552  0.39
28 H 3.906 -2.383 -1.934  0.35
29 H 4.961 -0.510 -2.461  0.30
30 H 2.861 -0.309 -3.018  0.49
31 H 2.815 1.369 -2.793  0.48
32 H 1.821 -0.825 -0.900  0.27
33 H 0.356 2.022 -1.321  0.34
34 H -0.313 0.271 -1.050  0.31
35 Br -2.176 0.979 -2.690  0.05
36 O 2.452 5.037 0.836  -0.83
37 P 1.625 5.166 -0.454  2.38
38 O 2.030 4.055 -1.436  -1.07
39 O 1.888 6.539 -1.095  -0.76
40 O 0.130 5.035 -0.120  -0.71
41 C -3.798 2.006 1.993  -0.22
42 Cl -4.331 2.722 0.450  0.04
43 Cl -4.113 3.153 3.320  0.19
44 Cl -4.696 0.495 2.287  0.07
45 Cl -2.053 1.655 1.913  0.07
46 C -7.528 -4.767 3.215  -0.41
47 C -7.322 -4.287 1.779  -0.40
48 C -6.696 -2.895 1.845  -0.69
49 S -5.777 -2.833 3.376  2.16
50 O -6.398 -1.858 4.247  -0.92
51 O -4.358 -2.817 3.080  -0.94
52 C -6.226 -4.463 3.941  -0.68
53 H -7.772 -5.832 3.256  0.22
54 H -8.353 -4.211 3.676  0.22
55 H -6.642 -4.973 1.259  0.21
56 H -8.263 -4.270 1.219  0.22
57 H -6.017 -2.719 1.007  0.25
58 H -7.460 -2.113 1.877  0.25
59 H -6.329 -4.466 5.028  0.26
60 H -5.434 -5.153 3.636  0.24
61 Al 6.554 4.397 -2.023  0.98
62 Be 2.252 -0.139 2.892  0.28
63 Cl 1.734 -1.440 -6.450  -0.78
64 F -4.408 1.882 5.437  -0.61

Record 2
Here is C6H12N2O in the gas phase at a distorted geometry from OMol25. Energies are from ωB97M-V/def2-TZVPD.

As for the LUMO energy: 0.80 eV. Its largest force on an atom is 6.69 eV Å⁻¹. The charge is 0. The value obtained for the highest occupied orbital energy is -9.36 eV. Its energy above the lowest of the compared OMol25 structures with the same formula, charge and spin is 139.8 kcal/mol.

Each line ends with the natural charge from an NBO analysis.
Atoms and positions in Å:
1 C -1.593 -0.195 0.934  -0.62
2 C -0.236 -0.620 1.025  -0.14
3 C -0.028 -1.275 -0.357  -0.39
4 C -0.308 -0.315 -1.614  -0.44
5 C 0.996 0.562 -1.410  -0.44
6 C 0.841 1.327 -0.115  -0.25
7 H -1.843 0.270 1.952  0.24
8 H -1.604 0.494 0.084  0.20
9 H -2.206 -0.935 0.321  0.23
10 H -0.146 -1.366 1.729  0.25
11 H 1.159 -1.403 -0.365  0.22
12 H -0.587 -2.362 -0.337  0.23
13 H -0.381 -0.851 -2.570  0.23
14 H -1.141 0.382 -1.690  0.21
15 H 1.144 1.227 -2.345  0.23
16 H 1.833 -0.266 -1.724  0.22
17 H 1.563 1.972 0.444  0.26
18 H -0.040 2.016 -0.493  0.21
19 N 0.615 0.389 1.104  -0.20
20 N 1.207 0.789 2.209  0.23
21 O 0.754 0.160 3.219  -0.45

Record 3
Here is C4H8O2 in the gas phase from OMol25. Energies are from ωB97M-V/def2-TZVPD.

As for the LUMO energy: 1.02 eV. Its largest force on an atom is 0.53 eV Å⁻¹. The charge is 0. The value obtained for the highest occupied orbital energy is -10.67 eV. Its energy above the lowest of the compared OMol25 structures with the same formula, charge and spin is 9.8 kcal/mol.

Each line ends with the natural charge from an NBO analysis.
Atoms and positions in Å:
1 C -0.153 1.393 -0.042  -0.64
2 C -0.205 -0.117 -0.197  0.08
3 C -1.543 -0.699 0.220  -0.62
4 O 0.838 -0.754 0.584  -0.51
5 C 2.065 -0.735 0.054  0.65
6 O 2.393 -0.184 -0.965  -0.59
7 H -0.997 1.840 -0.578  0.22
8 H -0.228 1.681 1.012  0.21
9 H 0.773 1.791 -0.464  0.23
10 H -0.023 -0.378 -1.240  0.19
11 H -1.501 -1.788 0.300  0.22
12 H -2.269 -0.432 -0.554  0.22
13 H -1.893 -0.296 1.176  0.21
14 H 2.743 -1.323 0.693  0.12

Record 4
Here is 14 unconnected molecules or ions with the total composition C32H98N22O14 at a distorted geometry from OMol25. Energies are from ωB97M-V/def2-TZVPD.

As for the LUMO energy: 0.13 eV. Its largest force on an atom is 2.92 eV Å⁻¹. The charge is 0. The value obtained for the highest occupied orbital energy is -8.39 eV. Its energy above the lowest of the compared OMol25 structures with the same formula, charge and spin is 0.0 kcal/mol.

Each line ends with the Mulliken charge.
Atoms and positions in Å:
1 C 3.720 -10.068 -33.308  -1.46
2 C 2.475 -10.810 -32.806  1.68
3 C 1.721 -11.443 -33.942  -0.43
4 O 1.022 -10.582 -34.797  -0.26
5 C 0.332 -11.234 -35.823  -0.45
6 N 2.840 -11.831 -31.827  -0.85
7 H 3.372 -9.305 -34.009  0.20
8 H 4.344 -10.724 -33.916  0.42
9 H 4.270 -9.656 -32.462  0.40
10 H 1.822 -10.057 -32.341  -0.47
11 H 0.961 -12.064 -33.432  -0.35
12 H 2.251 -12.236 -34.491  0.42
13 H -0.300 -10.547 -36.372  0.27
14 H -0.256 -12.082 -35.430  0.00
15 H 1.048 -11.779 -36.461  0.40
16 H 1.990 -12.097 -31.329  0.31
17 H 3.359 -11.366 -31.085  0.34
18 C -3.233 -10.582 -35.286  -0.47
19 C -4.523 -10.828 -34.497  -0.19
20 C -4.904 -9.595 -33.716  -0.65
21 O -3.887 -9.294 -32.788  0.48
22 C -4.157 -8.084 -32.145  -0.56
23 N -5.601 -11.314 -35.341  0.60
24 H -3.373 -9.765 -36.003  0.25
25 H -3.021 -11.470 -35.897  -0.02
26 H -2.305 -10.507 -34.718  -0.43
27 H -4.178 -11.560 -33.752  0.42
28 H -5.860 -9.751 -33.198  0.59
29 H -4.982 -8.712 -34.371  0.33
30 H -5.195 -8.009 -31.805  0.31
31 H -3.882 -7.197 -32.732  0.32
32 H -3.526 -7.941 -31.261  -0.34
33 H -6.021 -10.471 -35.750  -0.26
34 H -6.300 -11.643 -34.672  0.03
35 C -5.241 -15.765 -40.088  -1.17
36 C -3.742 -15.543 -40.087  0.30
37 C -3.312 -14.360 -39.206  -0.26
38 O -3.986 -13.198 -39.644  -0.42
39 C -4.302 -12.310 -38.617  -0.16
40 N -3.026 -16.761 -39.677  -0.78
41 H -5.707 -15.531 -39.125  0.05
42 H -5.516 -16.774 -40.379  0.44
43 H -5.641 -15.008 -40.766  0.32
44 H -3.383 -15.264 -41.084  0.32
45 H -2.229 -14.238 -39.324  0.25
46 H -3.538 -14.653 -38.175  0.13
47 H -4.664 -11.370 -39.046  0.36
48 H -3.388 -11.988 -38.090  0.23
49 H -5.001 -12.600 -37.837  0.03
50 H -3.293 -16.958 -38.714  0.28
51 H -2.023 -16.610 -39.619  0.29
52 C 2.804 -5.726 -33.372  -1.70
53 C 1.799 -6.202 -32.322  -0.16
54 C 0.834 -7.222 -32.892  0.77
55 O -0.020 -6.722 -33.916  -0.60
56 C -0.920 -7.755 -34.312  0.49
57 N 2.512 -6.799 -31.175  -0.60
58 H 3.529 -6.507 -33.622  0.34
59 H 3.339 -4.827 -33.066  0.42
60 H 2.326 -5.522 -34.336  0.34
61 H 1.254 -5.338 -31.937  0.58
62 H 0.297 -7.642 -32.031  -0.27
63 H 1.415 -8.030 -33.356  0.07
64 H -1.282 -7.446 -35.294  0.44
65 H -1.764 -7.905 -33.632  -0.19
66 H -0.380 -8.695 -34.454  -0.53
67 H 2.970 -7.662 -31.452  0.14
68 H 3.249 -6.152 -30.919  0.27
69 C -8.277 -7.828 -33.682  -1.36
70 C -9.215 -8.629 -34.625  0.44
71 C -8.715 -8.920 -36.044  -1.14
72 O -7.356 -9.284 -36.184  -0.32
73 C -6.620 -8.360 -36.957  -0.86
74 N -9.563 -9.871 -33.957  -0.37
75 H -7.229 -8.071 -33.842  0.11
76 H -8.618 -7.904 -32.652  0.51
77 H -8.357 -6.756 -33.918  0.58
78 H -10.119 -8.026 -34.745  0.35
79 H -9.004 -8.102 -36.714  0.53
80 H -9.307 -9.758 -36.424  0.33
81 H -6.835 -8.475 -38.021  0.29
82 H -5.548 -8.533 -36.837  0.19
83 H -6.804 -7.344 -36.602  0.42
84 H -8.828 -10.561 -33.848  0.15
85 H -10.181 -9.845 -33.165  0.24
86 C -3.685 -2.653 -26.326  -1.34
87 C -4.686 -3.451 -27.186  0.81
88 C -4.042 -4.732 -27.688  -0.69
89 O -5.049 -5.385 -28.450  -0.44
90 C -4.702 -6.692 -28.833  -0.47
91 N -5.976 -3.695 -26.528  -0.90
92 H -2.945 -2.325 -27.067  0.37
93 H -3.127 -3.230 -25.595  0.31
94 H -4.192 -1.745 -26.004  0.35
95 H -4.847 -2.832 -28.078  0.08
96 H -3.590 -5.416 -26.963  0.40
97 H -3.225 -4.434 -28.362  0.18
98 H -3.763 -6.733 -29.395  -0.08
99 H -5.493 -7.069 -29.481  0.27
100 H -4.592 -7.325 -27.945  0.47
101 H -6.517 -2.835 -26.560  0.30
102 H -6.480 -4.280 -27.194  0.32
103 C -1.555 -3.726 -32.950  0.47
104 O -1.977 -2.617 -32.649  -0.72
105 N -2.185 -4.890 -32.668  0.15
106 N -0.275 -3.931 -33.450  -0.28
107 H -1.742 -5.769 -32.866  0.28
108 H -3.056 -4.908 -32.153  -0.03
109 H 0.092 -3.152 -33.966  0.23
110 H -0.097 -4.913 -33.660  0.24
111 C -0.834 -7.185 -28.760  0.16
112 O -1.139 -8.011 -29.621  -0.34
113 N -1.477 -7.088 -27.565  -0.19
114 N 0.284 -6.420 -28.851  -0.37
115 H -1.128 -6.465 -26.858  0.21
116 H -2.075 -7.824 -27.218  0.06
117 H 0.470 -5.702 -28.175  0.18
118 H 0.895 -6.533 -29.649  0.16
119 C -5.973 -4.414 -31.825  0.40
120 O -4.873 -4.945 -31.911  -0.57
121 N -7.093 -5.193 -31.951  -0.31
122 N -6.189 -3.103 -31.530  -0.47
123 H -7.980 -4.728 -32.028  0.20
124 H -6.995 -6.140 -32.267  0.12
125 H -6.855 -2.493 -31.962  0.19
126 H -5.345 -2.691 -31.161  0.25
127 C -1.429 -14.251 -34.795  0.14
128 O -2.009 -14.417 -35.862  -0.59
129 N -1.938 -13.503 -33.775  -0.13
130 N -0.289 -14.942 -34.465  -0.39
131 H -2.728 -12.950 -34.061  -0.20
132 H -1.466 -13.211 -32.930  0.53
133 H 0.179 -14.682 -33.617  0.18
134 H 0.094 -15.477 -35.221  0.26
135 C -0.864 -11.337 -31.113  0.18
136 O -0.706 -12.353 -31.787  -0.76
137 N -0.780 -11.287 -29.748  -0.13
138 N -1.178 -10.118 -31.613  1.91
139 H -0.650 -12.137 -29.232  0.26
140 H -0.820 -10.410 -29.265  -0.02
141 H -1.293 -9.300 -31.037  0.06
142 H -1.417 -9.989 -32.580  -1.18
143 C -9.039 -13.448 -33.802  0.48
144 O -8.347 -12.437 -33.783  -0.68
145 N -8.564 -14.692 -33.541  -0.36
146 N -10.370 -13.419 -34.126  -0.46
147 H -9.065 -15.513 -33.826  0.15
148 H -7.638 -14.839 -33.184  0.20
149 H -10.839 -12.545 -34.292  0.22
150 H -10.765 -14.183 -34.648  0.20
151 C -3.539 -10.126 -27.627  0.46
152 O -2.551 -10.030 -26.912  -0.67
153 N -4.836 -10.218 -27.188  -0.39
154 N -3.417 -9.899 -28.981  0.41
155 H -5.601 -10.292 -27.828  0.19
156 H -4.907 -9.998 -26.211  0.24
157 H -2.566 -9.449 -29.275  -0.51
158 H -4.241 -9.917 -29.556  0.08
159 C -6.070 -14.952 -36.114  0.36
160 O -6.055 -16.167 -35.969  -0.73
161 N -7.136 -14.273 -36.682  -0.13
162 N -5.065 -14.108 -35.771  0.50
163 H -7.220 -13.317 -36.375  0.04
164 H -7.904 -14.779 -37.072  0.22
165 H -4.203 -14.417 -35.355  -0.05
166 H -5.162 -13.126 -35.992  -0.55

| no. | HOMO-LUMO gap (eV) |
| --- | --- |
| 1 | 1.686 |
| 2 | 10.167 |
| 3 | 11.696 |
| 4 | 8.522 |